(1)
C23H22AuBF3IN8O6S4 as an isolated structure. Source: OMol25; level of theory: ωB97M-V with the def2-TZVPD basis set.

The calculation puts the gap between HOMO and LUMO (spin up / spin down) at 5.70 / 3.52 eV. The expectation value of S² is 2.025. The multiplicity is 3.

XYZ file:
```
69
Properties=species:S:1:pos:R:3:forces:R:3:lowdin_spin:R:1
Au 0.2860 -0.6359 1.5575 0.8 -0.3 0.3 0.3627
C 3.2646 1.0855 -1.2056 -0.1 0.0 0.1 0.0028
N 2.8912 1.7586 0.0274 0.2 0.1 0.1 0.0135
C 2.7342 3.1243 0.1986 -0.1 -0.2 -0.3 0.0128
C 2.5077 3.3233 1.5121 -0.1 -0.1 0.3 0.0071
N 2.5417 2.1034 2.1566 0.2 -0.1 0.0 0.0163
B 2.5389 1.9151 3.7327 -0.1 0.0 0.0 0.0013
N 1.0597 1.9654 4.2631 0.1 0.1 0.1 0.0170
C 0.4317 3.1049 4.7131 0.2 -0.1 0.1 0.0084
C -0.8349 2.7923 5.0550 -0.1 -0.2 0.0 0.0160
N -0.9863 1.4450 4.8031 0.1 0.0 0.1 0.0144
C -2.2082 0.6742 4.9543 0.1 0.0 0.0 0.0021
C 0.1837 0.9535 4.3355 -0.2 0.4 -0.1 0.0109
S 0.4455 -0.7103 3.9577 -0.2 0.0 -0.2 0.1590
C 2.7748 1.1512 1.2352 -0.3 0.3 0.0 0.0124
S 2.7966 -0.5642 1.4624 0.0 0.2 -0.2 0.2404
H 3.4751 1.8388 -1.9608 0.0 0.0 0.0 0.0001
H 2.4638 0.4323 -1.5498 0.0 0.0 0.0 0.0003
H 4.1506 0.4794 -1.0399 0.1 0.0 0.0 0.0022
H 2.7592 3.8125 -0.6299 0.0 -0.1 0.1 0.0009
H 2.3014 4.2365 2.0431 0.0 -0.1 0.0 0.0002
H 3.0321 0.8562 3.9891 0.0 0.1 0.0 -0.0002
H 3.1127 2.8675 4.2064 0.0 0.0 -0.1 0.0001
H 0.9321 4.0580 4.7339 0.0 -0.1 0.0 0.0003
H -1.6479 3.4123 5.3927 0.0 -0.1 0.0 0.0011
H -2.9827 1.3266 5.3480 0.0 0.0 0.0 0.0000
H -2.0469 -0.1588 5.6326 0.0 0.0 0.1 0.0013
H -2.5155 0.2834 3.9869 0.0 0.0 -0.1 0.0005
I -5.4349 -3.1873 0.9219 0.1 0.0 0.0 0.0009
C -3.4091 -3.5009 1.3074 -0.2 0.0 0.0 0.0004
C -2.9265 -4.7704 1.5804 0.1 0.0 0.0 -0.0007
C -1.5709 -4.9181 1.8382 -0.1 -0.1 0.0 0.0013
C -0.7579 -3.7986 1.8094 0.0 0.1 0.0 0.0016
N -1.2291 -2.5822 1.5361 -0.3 -0.1 -0.1 0.0333
C -2.5313 -2.4285 1.2923 0.1 0.0 0.0 0.0027
H -3.5905 -5.6239 1.5958 0.0 0.0 0.0 0.0000
H -1.1571 -5.8937 2.0600 0.0 0.1 0.0 0.0002
H 0.3050 -3.8676 2.0181 -0.1 0.0 0.0 -0.0002
H -2.8761 -1.4210 1.0805 0.0 0.0 0.0 0.0009
F -3.4593 2.7007 2.9753 0.0 0.0 0.0 0.0000
C -3.1776 2.9353 1.6837 0.0 0.0 -0.2 0.0005
F -3.6559 4.1415 1.3680 0.0 -0.1 0.1 0.0002
F -3.8348 2.0181 0.9508 0.0 0.1 0.1 0.0000
S -1.3693 2.8282 1.3580 -0.1 -0.3 -0.2 0.0011
O -1.2731 3.1312 -0.0541 0.1 -0.3 0.0 0.0001
O -0.7708 3.7796 2.2516 0.0 0.1 -0.1 0.0017
O -1.1282 1.4157 1.6988 -0.1 0.5 -0.2 0.0158
O 2.7544 -3.2723 -8.1853 -0.1 0.3 0.1 0.3693
S 1.5123 -3.6178 -7.5095 0.3 -0.5 -0.5 -0.0627
O 1.7785 -4.5696 -6.4503 -0.1 0.2 0.3 0.3602
O 0.5585 -4.1712 -8.4530 -0.2 0.3 0.1 0.3523
C 0.8309 -2.1004 -6.8035 0.0 0.1 0.3 -0.0099
N 0.4790 -1.1784 -7.6830 0.1 -0.2 0.1 -0.0040
C 0.0104 -0.0534 -7.1507 0.0 0.0 0.0 -0.0001
C -0.0966 0.1326 -5.7820 0.0 0.1 0.0 -0.0020
C 0.3051 -0.9063 -4.9558 0.1 -0.2 0.0 0.0000
N 0.7779 -2.0423 -5.4872 0.0 0.0 -0.2 -0.0037
C 0.2546 -0.8375 -3.4671 0.0 0.0 -0.1 -0.0009
C 0.7348 -1.9014 -2.7049 0.0 0.0 -0.2 0.0013
C 0.6898 -1.8138 -1.3308 0.0 0.0 0.3 0.0008
N 0.1996 -0.7456 -0.6884 -0.2 0.1 -0.1 0.0310
C -0.2717 0.2737 -1.4101 0.0 -0.1 -0.1 0.0025
C -0.2583 0.2624 -2.7967 0.0 0.1 0.0 0.0017
H -0.2832 0.7234 -7.8472 0.0 0.0 0.0 0.0000
H -0.4780 1.0627 -5.3873 0.0 0.0 0.0 -0.0001
H 1.1395 -2.7747 -3.1948 0.0 0.0 0.0 0.0002
H 1.0682 -2.6122 -0.7029 0.0 0.0 -0.1 -0.0004
H -0.6666 1.1256 -0.8777 -0.1 0.1 0.2 0.0004
H -0.6531 1.1272 -3.3152 0.0 -0.1 0.1 0.0002
```
Forces are in eV/Å.

---

(2)
C23H22B2CeCl2F4N7O5 as an isolated structure in a non-equilibrium geometry. Source: OMol25; level of theory: ωB97M-V with the def2-TZVPD basis set.

The calculation puts the gap between HOMO and LUMO at 6.02 eV. Its charge is +1. Its energy above the lowest of the compared OMol25 structures with the same formula, charge and spin is 0.00 kcal per mole.

XYZ file:
```
66
Properties=species:S:1:pos:R:3:forces:R:3:mulliken_charge:R:1
Ce -0.1277 0.0285 0.6054 0.9 -1.3 0.3 0.2638
C -0.5091 4.7018 0.6584 0.2 -0.3 0.4 -1.6489
C -0.7831 3.2383 0.5589 0.6 0.0 0.5 0.3628
N -0.1700 2.3301 1.2348 0.1 0.7 0.3 0.5096
O 0.8620 2.6676 2.0737 -0.4 -0.5 -0.9 -0.5710
B 0.6332 2.2011 3.5103 -0.5 0.8 0.5 0.7351
F -0.5459 2.7851 3.9264 -0.4 -0.1 -0.1 -0.3700
F 1.6996 2.6227 4.2276 0.4 -0.3 -0.1 -0.3265
O 0.5169 0.7088 3.6679 -0.5 -0.9 -0.5 -0.4620
N -0.5555 0.1872 3.0186 0.5 0.3 0.3 0.0036
C -1.0042 -0.9790 3.3386 0.5 0.2 0.6 0.6863
C -0.4732 -1.8447 4.4389 0.1 0.5 -0.1 -1.9204
C -2.1205 -1.4272 2.4775 -0.7 -0.2 -0.3 0.6838
N -2.3424 -0.6507 1.4762 -0.2 -0.2 -0.9 0.2616
O -3.3754 -0.9758 0.6105 0.5 0.1 1.1 -0.4795
B -2.9776 -0.6693 -0.7527 0.5 -0.5 -0.5 1.1414
F -3.7774 -1.2465 -1.6656 -0.1 0.1 0.1 -0.2757
F -1.5958 -1.3345 -0.8282 -0.1 0.8 0.4 -0.5295
O -2.7899 0.7467 -1.1305 0.4 0.8 0.4 -0.5673
N -1.8318 1.4054 -0.3976 -0.8 -0.1 -0.3 0.7759
C -1.8092 2.6920 -0.3593 -0.4 -0.4 -0.5 0.8430
C -2.6979 3.5983 -1.1450 -0.1 -0.5 0.0 -1.9248
C -2.8986 -2.6788 2.7246 0.0 0.2 -0.1 -1.4629
H 0.1796 4.8633 1.4869 -0.1 0.1 -0.1 0.4086
H -1.4258 5.2595 0.8362 -0.1 0.0 0.0 0.4187
H -0.0559 5.0711 -0.2607 0.0 0.0 -0.1 0.3162
H 0.3566 -1.3234 4.9127 -0.1 -0.1 0.0 0.3608
H -0.1169 -2.7934 4.0365 0.0 0.0 -0.1 0.3978
H -1.2442 -2.0474 5.1825 0.0 0.0 0.0 0.5239
H -3.3372 2.9944 -1.7836 0.0 0.1 0.0 0.4288
H -2.0948 4.2635 -1.7625 0.0 0.1 0.0 0.3697
H -3.3214 4.2017 -0.4873 0.0 0.1 0.1 0.3916
H -2.6158 -3.1724 3.6475 0.0 0.0 0.0 0.3979
H -2.7316 -3.3483 1.8776 0.0 -0.1 0.0 0.3372
H -3.9642 -2.4496 2.7261 0.0 0.0 0.1 0.3576
O 1.4560 -1.1656 1.5051 -1.8 2.0 -0.3 0.0614
C 2.1728 -2.2326 1.3904 1.7 -2.6 -0.5 0.1268
C 2.8425 -2.7726 2.5158 -0.5 0.7 -0.3 -0.6064
C 3.5784 -3.9254 2.4339 0.0 -0.3 -0.1 -0.6788
C 3.6696 -4.6230 1.2302 0.1 -0.1 0.1 -0.8318
C 3.0532 -4.1239 0.1085 0.0 0.2 0.0 -0.7952
C 2.3225 -2.9299 0.1470 0.0 0.2 1.0 0.6059
C 1.7018 -2.4018 -1.0391 -0.1 0.1 -0.3 0.2540
N 1.0858 -1.2226 -1.1300 -0.2 -0.6 -0.1 0.3344
C 0.6176 -1.1227 -2.4152 0.0 -0.2 -0.7 -0.2288
C 0.9568 -2.2414 -3.1202 -0.1 0.6 0.1 -0.9633
N 1.6480 -3.0335 -2.2428 0.0 0.3 0.6 -0.0747
H 2.7556 -2.2294 3.4442 0.0 0.1 0.1 0.5791
H 4.0838 -4.3055 3.3106 0.0 0.0 0.0 0.4560
H 4.2246 -5.5475 1.1810 0.1 0.0 0.0 0.4210
H 3.1550 -4.6659 -0.8229 0.0 0.0 0.0 0.3378
H -1.0734 -0.4307 -3.2415 0.1 0.2 0.2 0.3568
H 0.7702 -2.5215 -4.1377 -0.1 0.0 -0.1 0.5507
H 2.0050 -3.9517 -2.4413 0.1 0.0 0.0 0.2024
Cl -1.1842 0.2234 -5.6065 0.0 -0.1 0.0 -0.2095
C -0.1365 1.3333 -4.7914 0.1 0.0 0.2 0.4843
C 0.3104 2.4528 -5.4675 0.0 0.0 0.1 -0.5010
C 1.1482 3.3476 -4.8269 0.0 -0.1 0.1 -0.5863
C 1.5356 3.1161 -3.5181 0.2 0.0 0.4 -0.7868
C 1.0900 1.9880 -2.8482 -0.6 -0.2 -0.7 1.0105
Cl 1.5430 1.7296 -1.1860 0.6 0.5 -0.1 -0.0286
C 0.2430 1.0620 -3.4678 0.4 0.3 -0.3 -0.9627
N -0.2403 -0.0568 -2.7893 -0.3 -0.5 0.3 0.6133
H 0.0154 2.5990 -6.4943 -0.1 0.1 -0.1 0.4702
H 1.5050 4.2185 -5.3528 0.1 0.1 0.0 0.4357
H 2.1878 3.8049 -3.0071 0.1 0.1 0.1 0.5166
```
Forces are in eV/Å.

---

(3)
C23H22Cl3MoN4Si as an isolated structure. Source: OMol25; level of theory: ωB97M-V with the def2-TZVPD basis set.

The calculation puts the gap between HOMO and LUMO (spin up / spin down) at 6.74 / 6.75 eV. Its charge is +1. Its energy above the lowest of the compared OMol25 structures with the same formula, charge and spin is 0.00 kcal per mole.

XYZ file:
```
54
Properties=species:S:1:pos:R:3:forces:R:3:mulliken_charge:R:1
Mo -0.1527 0.2676 1.3600 0.3 0.5 -0.3 1.1252
C 4.0488 3.2175 2.6796 0.0 0.0 0.0 -0.4142
C 3.8853 3.1495 1.2987 0.0 0.0 0.0 -1.1160
C 2.6768 2.7486 0.7578 0.1 0.1 0.1 0.1754
C 1.6261 2.4563 1.6214 -0.1 -0.2 -0.1 -0.5369
C 1.7703 2.5302 2.9978 0.1 0.0 0.1 -0.0497
C 2.9987 2.9022 3.5272 0.0 0.0 0.0 -0.8219
N 0.3524 2.0706 1.0763 -0.6 0.2 -0.2 0.2821
C -0.4201 3.0108 0.3452 0.5 -0.2 0.3 0.4600
C -0.0863 4.3233 0.0862 -0.1 0.2 -0.1 -0.6372
C -0.9880 5.0712 -0.6672 0.0 0.0 0.0 -0.7474
C -2.1782 4.5204 -1.1321 0.0 -0.1 0.0 -0.6615
C -2.5117 3.2002 -0.8478 0.0 0.2 0.0 -0.5090
C -1.6089 2.4719 -0.1043 -0.2 -0.5 0.1 0.1123
N -1.7411 1.1127 0.3141 0.1 0.6 0.0 0.9326
N -2.8443 0.5489 0.0369 -0.1 -0.1 0.0 -1.2175
C -2.8310 -0.7242 0.5132 -0.1 -0.1 0.0 0.2116
C -3.9110 -1.5874 0.2873 0.0 0.3 -0.1 -0.4662
C -3.8401 -2.8652 0.7569 0.1 -0.2 0.1 -0.3952
C -2.6867 -3.2660 1.4524 -0.1 0.0 0.0 -0.6777
C -1.6649 -2.3865 1.6503 0.0 0.3 -0.1 -0.2701
N -1.7192 -1.0930 1.1918 -0.1 -0.5 0.2 0.1302
H 4.9998 3.5245 3.0932 0.0 0.0 0.0 0.4611
H 4.7050 3.4082 0.6436 0.0 0.0 0.0 0.4417
H 2.5419 2.6653 -0.3131 0.0 0.0 0.0 0.5936
H 0.9315 2.3081 3.6468 0.0 0.0 0.0 0.4789
H 3.1234 2.9589 4.5994 0.0 0.0 0.0 0.4490
H 0.8325 4.7583 0.4531 0.0 0.0 0.0 0.5052
H -0.7554 6.1026 -0.8929 0.0 0.0 0.0 0.4180
H -2.8549 5.1242 -1.7192 0.0 0.0 0.0 0.4090
H -3.4325 2.7534 -1.1921 0.0 0.0 0.0 0.5095
H -4.7580 -1.2079 -0.2652 0.0 0.0 0.0 0.5068
H -4.6509 -3.5611 0.5956 0.0 0.0 0.0 0.4287
H -2.5883 -4.2705 1.8370 0.0 0.0 0.0 0.4330
H -0.7639 -2.6668 2.1684 0.0 0.0 0.0 0.3874
Cl 0.1177 -2.2828 -1.2564 0.0 0.0 -0.1 -0.2782
Si 0.8057 -0.3897 -0.8332 -0.4 0.0 0.0 0.8889
Cl 1.0660 -1.0470 2.7052 0.2 -0.3 0.4 -0.3442
Cl 0.2352 0.8566 -2.3650 0.0 0.0 0.0 -0.2607
C 5.9810 0.2994 -1.1174 0.0 0.0 0.0 -1.4112
C 5.2050 -0.7114 -0.2645 -0.1 0.0 0.0 2.0838
C 5.5848 -2.1414 -0.6739 0.0 0.0 0.0 -1.7104
C 5.5015 -0.4847 1.2235 0.0 0.0 0.0 -1.3311
C 3.7659 -0.5384 -0.4950 0.1 0.1 0.0 -0.0749
C 2.5809 -0.4169 -0.7032 0.3 0.0 0.0 -0.6795
H 7.0506 0.1532 -0.9638 0.0 0.0 0.0 0.4027
H 5.7316 1.3196 -0.8334 0.0 0.1 0.0 0.2294
H 5.7640 0.1698 -2.1774 0.0 0.0 0.0 0.3962
H 6.6492 -2.2957 -0.4916 0.0 0.0 0.0 0.4064
H 5.3869 -2.3131 -1.7313 0.0 0.0 0.0 0.3956
H 5.0251 -2.8753 -0.0946 0.0 0.0 0.0 0.3915
H 6.5673 -0.6272 1.4034 0.0 0.0 0.0 0.4266
H 4.9517 -1.1920 1.8446 0.0 0.0 0.0 0.3733
H 5.2313 0.5287 1.5281 0.0 0.0 0.0 0.1652
```
Forces are in eV/Å.

---

(4)
A single C23H22ClFN2O3S molecule in a non-equilibrium geometry. Source: OMol25; level of theory: ωB97M-V with the def2-TZVPD basis set.

The calculation puts the gap between HOMO and LUMO at 8.02 eV. Its energy above the lowest of the compared OMol25 structures with the same formula, charge and spin is 493.16 kcal per mole.

XYZ file:
```
53
Properties=species:S:1:pos:R:3:forces:R:3:mulliken_charge:R:1
O -1.5380 -4.6128 0.1107 1.8 1.3 -0.1 -0.6813
C -1.0454 -3.4798 0.1989 -4.6 2.2 0.9 0.7187
N -1.8158 -2.4274 0.7401 -5.8 -10.2 -2.4 0.1492
C -1.5601 -1.1944 1.0775 -0.1 4.0 2.2 -1.1205
H -0.5217 -1.1618 0.8574 1.1 1.8 0.7 0.6159
C -2.4520 -0.2951 0.2507 2.6 5.5 -2.1 -0.1213
N -3.9067 -0.5598 0.5463 4.2 10.3 -0.2 0.3601
C -4.7372 0.6297 0.0841 0.9 -7.2 -0.3 0.8283
C -5.9683 0.4789 -0.5920 3.5 -3.7 0.6 -0.9039
C -6.7846 1.4444 -0.6088 -4.6 6.1 -0.1 -0.5283
C -6.5937 2.9020 0.0131 3.5 -10.8 -2.6 -0.0662
C -5.4628 2.9902 0.5938 5.0 -5.4 0.3 -0.6472
C -4.4401 1.6693 0.6900 0.7 12.8 4.7 0.2460
H -3.5400 2.0865 1.4138 -2.3 -2.1 -2.1 0.2114
H -5.1695 3.8312 1.0318 1.4 3.3 2.1 0.5345
F -7.4892 3.6914 0.0148 -6.6 5.8 -0.5 -0.2727
H -7.7097 1.2035 -1.0932 -0.8 0.5 -0.2 0.3624
H -6.1817 -0.5316 -0.9071 -0.4 0.1 -0.5 0.4030
C -4.0890 -1.6865 0.0019 -7.7 -6.5 13.1 -1.1292
H -5.2819 -1.8892 0.3989 2.2 -0.4 -1.5 0.5618
C -3.4348 -2.7628 0.8565 4.2 6.5 4.5 -1.3459
H -3.7134 -3.6982 0.8275 -0.8 -5.0 -1.3 0.6390
H -3.6565 -2.4846 2.0542 0.5 -0.4 -3.1 0.2810
H -4.0671 -1.9839 -0.8189 0.8 -3.3 -14.0 0.5365
H -2.1403 0.9918 0.1941 -1.0 -3.8 1.3 0.2245
H -2.0244 -0.3811 -0.8564 -1.7 -0.8 1.5 0.1602
H -1.8972 -1.1694 2.1438 0.9 1.1 -0.2 0.2416
C 0.2106 -2.9106 -0.2200 0.6 -9.8 3.1 0.7834
C 1.2715 -3.7919 0.0512 2.5 9.0 -4.6 -1.6496
C 2.3866 -2.9714 -0.5537 -4.4 4.4 -1.5 -0.8084
C 1.7238 -1.7094 -1.1406 1.0 -7.4 3.9 0.2104
O 0.3603 -1.9246 -0.9571 2.1 4.7 -2.0 -0.2697
C 2.2197 -0.5284 -1.6958 -3.9 1.9 -3.8 -0.3816
H 1.9266 -0.6388 -2.8004 0.8 1.0 1.0 0.2619
H 3.2229 -0.5034 -1.5494 3.0 0.5 0.3 0.4588
S 1.2498 1.0138 -0.8743 -1.3 1.2 -15.3 0.4145
O 1.3290 0.6079 0.3575 -0.3 -5.0 17.2 -0.3313
C 2.4229 2.2068 -1.0555 -1.6 1.4 -8.7 -1.2599
C 3.7274 1.9655 -0.6896 -2.4 0.5 6.3 0.3663
C 4.7123 1.6311 -1.3803 11.7 -4.7 -7.5 0.0792
C 6.1200 1.1177 -0.7250 -4.1 2.4 -0.7 -0.7077
C 6.0280 1.3611 0.7307 13.2 -5.8 -12.3 0.1976
C 5.0015 1.6550 1.3055 -4.9 2.0 8.5 -0.4991
C 3.8472 1.8747 0.7017 -4.0 3.3 0.7 0.1684
H 2.9560 2.3876 1.2100 1.5 -1.4 -0.1 0.2407
H 5.3670 1.7011 2.3338 -1.9 0.4 0.9 0.2810
Cl 7.7593 0.7869 1.2787 -1.9 0.9 0.9 -0.2476
H 7.0100 0.7330 -1.4479 -2.4 1.1 2.3 0.2699
H 4.7564 1.5254 -2.6535 -0.5 0.5 3.9 0.1246
H 2.3282 2.3113 -2.3571 0.5 -0.6 3.1 0.3367
H 1.9823 3.1295 -0.9615 -0.9 2.4 1.4 0.6171
H 3.4254 -3.0972 -0.7355 0.7 -0.5 0.4 0.5104
H 1.6671 -4.6528 0.2984 0.1 -4.7 2.2 0.5765
```
Forces are in eV/Å.

---

Number 1: electronic energy -112376.404 eV. Number 2: electronic energy -95075.224 eV. Number 3: electronic energy -77466.413 eV. Number 4: electronic energy -59383.762 eV.